Density functional theory data (wB97M-V/def2-TZVPD) for a cluster of 13 separate species, C12H48F2NO16S2 in total.

Summary:
ΔE to the lowest compared entry with this formula, charge and spin: 0.0 kJ/mol
Spin multiplicity: 1
Maximum force: 3.34 eV/Å
Net charge: -1

Each atom is followed by the atoms it is bonded to, with distances in Å.
Cartesian coordinates (Å):
1 N 1.258 -0.174 -0.698  S2 1.614, S6 1.672
2 S 0.863 1.357 -1.025  N1 1.614, O3 1.402, O4 1.421, F5 1.597, S6 2.551
3 O 1.911 2.282 -0.928  S2 1.402
4 O -0.451 1.738 -0.641  S2 1.421
5 F 0.657 1.139 -2.594  S2 1.597
6 S 1.425 -0.136 0.965  N1 1.672, S2 2.551, O7 1.422, O8 1.405, F9 1.557
7 O 0.194 0.181 1.601  S6 1.422
8 O 2.622 0.406 1.465  S6 1.405
9 F 1.603 -1.674 1.135  S6 1.557
10 C -3.829 1.556 1.197  O11 1.414, H12 1.090, H13 1.096, H14 1.093
11 O -2.663 2.298 0.897  C10 1.414, H15 0.967
12 H -4.678 2.240 1.220  C10 1.090
13 H -4.062 0.819 0.420  C10 1.096
14 H -3.734 1.048 2.160  C10 1.093
15 H -1.937 1.698 0.677  O11 0.967
16 C -0.642 -2.024 -5.798  O17 1.418, H18 1.097, H19 1.087, H20 1.096
17 O -0.295 -0.867 -5.054  C16 1.418, H21 0.977
18 H -1.465 -2.576 -5.329  C16 1.097
19 H -0.928 -1.720 -6.801  C16 1.087
20 H 0.208 -2.715 -5.838  C16 1.096
21 H 0.111 -1.206 -4.232  O17 0.977
22 C 1.743 -3.093 -2.887  O23 1.410, H24 1.096, H25 1.096, H26 1.087
23 O 1.243 -1.781 -3.021  C22 1.410, H27 0.966
24 H 2.832 -3.089 -2.762  C22 1.096
25 H 1.325 -3.575 -1.997  C22 1.096
26 H 1.493 -3.685 -3.764  C22 1.087
27 H 1.438 -1.281 -2.217  O23 0.966
28 C -1.986 5.783 1.105  O29 1.414, H30 1.094, H31 1.087, H32 1.101
29 O -1.224 4.695 0.619  C28 1.414, H33 0.970
30 H -2.339 5.621 2.127  C28 1.094
31 H -1.373 6.675 1.004  C28 1.087
32 H -2.888 5.937 0.493  C28 1.101
33 H -1.780 3.899 0.617  O29 0.970
34 C 2.713 -0.368 4.996  O35 1.422, H36 1.092, H37 1.084, H38 1.101
35 O 2.489 0.963 5.443  C34 1.422, H39 0.960
36 H 1.793 -0.950 4.902  C34 1.092
37 H 3.260 -0.370 4.060  C34 1.084
38 H 3.341 -0.889 5.734  C34 1.101
39 H 2.070 0.933 6.306  O35 0.960
40 C 4.361 -0.218 -2.560  O41 1.415, H42 1.088, H43 1.097, H44 1.100
41 O 4.028 -0.626 -1.247  C40 1.415, H45 0.967
42 H 5.336 -0.643 -2.790  C40 1.088
43 H 3.601 -0.518 -3.292  C40 1.097
44 H 4.439 0.874 -2.672  C40 1.100
45 H 3.087 -0.459 -1.100  O41 0.967
46 C 3.113 -3.344 3.281  O47 1.401, H48 1.098, H49 1.102, H50 1.091
47 O 1.752 -3.402 3.610  C46 1.401, H51 0.968
48 H 3.456 -4.165 2.637  C46 1.098
49 H 3.434 -2.448 2.725  C46 1.102
50 H 3.703 -3.333 4.199  C46 1.091
51 H 1.242 -3.652 2.827  O47 0.968
52 C -1.494 -4.095 2.239  O53 1.409, H54 1.099, H55 1.101, H56 1.087
53 O -0.319 -4.018 1.464  C52 1.409, H57 0.980
54 H -1.640 -3.209 2.873  C52 1.099
55 H -2.392 -4.098 1.602  C52 1.101
56 H -1.490 -4.990 2.856  C52 1.087
57 H -0.452 -3.317 0.792  O53 0.980
58 C -2.100 -1.526 -0.377  O59 1.424, H60 1.086, H61 1.092, H62 1.097
59 O -0.806 -2.120 -0.402  C58 1.424, H63 0.971
60 H -2.817 -2.281 -0.069  C58 1.086
61 H -2.111 -0.653 0.279  C58 1.092
62 H -2.386 -1.188 -1.381  C58 1.097
63 H -0.124 -1.443 -0.548  O59 0.971
64 C -2.605 1.241 -3.158  O65 1.424, H66 1.095, H67 1.089, H68 1.094
65 O -2.752 0.072 -3.956  C64 1.424, H69 0.972
66 H -2.013 2.022 -3.647  C64 1.095
67 H -3.618 1.605 -2.990  C64 1.089
68 H -2.114 1.037 -2.201  C64 1.094
69 H -1.865 -0.213 -4.235  O65 0.972
70 C -0.043 5.112 -2.607  O71 1.412, H72 1.093, H73 1.094, H74 1.095
71 O 0.498 5.680 -1.433  C70 1.412, H75 0.969
72 H 0.322 5.691 -3.460  C70 1.093
73 H 0.297 4.080 -2.731  C70 1.094
74 H -1.136 5.173 -2.628  C70 1.095
75 H -0.061 5.400 -0.692  O71 0.969
76 C -1.508 -0.084 4.552  O77 1.413, H78 1.091, H79 1.098, H80 1.091
77 O -1.827 -0.675 3.309  C76 1.413, H81 0.967
78 H -2.066 -0.604 5.331  C76 1.091
79 H -0.458 -0.292 4.795  C76 1.098
80 H -1.683 0.992 4.557  C76 1.091
81 H -1.112 -0.462 2.693  O77 0.967